C13H28ClO5PS | ωB97M-V/def2-TZVPD

Values from the calculation:
energy: -56818.40711 eV
spin multiplicity: 1
HOMO level: -9.57 eV
HOMO-LUMO gap: 9.06 eV
LUMO level: -0.5053 eV
relative energy (zero: lowest compared OMol25 entry of this formula, charge and spin): 0.0 kJ/mol
net charge: 0

Last column: Löwdin charge in e.
Positions of all 49 atoms, in Å:
C: -0.36 -2.77 6.64  -0.118
O: -1.43 -2.07 7.22  -0.179
C: -1.94 -1.04 6.40  -0.231
C: -0.91 -0.05 5.84  -0.173
C: -0.55 -0.27 4.35  -0.195
C: -0.89 0.92 3.44  -0.202
C: 0.28 1.46 2.63  -0.216
C: 0.93 0.44 1.71  -0.211
C: 0.18 0.21 0.39  -0.191
C: 0.77 0.96 -0.82  -0.205
C: 1.21 -0.01 -1.90  -0.216
C: 1.63 0.63 -3.22  -0.194
C: 0.53 1.45 -3.92  -0.170
C: -0.16 0.66 -5.00  -0.191
O: 0.81 0.47 -6.09  -0.178
P: 0.22 -0.24 -7.34  0.182
O: -1.05 -0.91 -7.13  -0.291
O: 0.14 0.83 -8.54  -0.622
S: -1.34 0.94 -9.36  0.809
O: 1.36 -1.26 -7.89  -0.642
Cl: 1.39 -2.63 -6.91  0.697
H: 0.56 -2.19 6.61  0.079
H: -0.15 -3.62 7.29  0.086
H: -0.60 -3.17 5.65  0.092
H: -2.62 -0.47 7.03  0.115
H: -2.57 -1.45 5.61  0.119
H: -1.31 0.94 5.98  0.098
H: -0.03 -0.10 6.47  0.106
H: 0.49 -0.57 4.29  0.102
H: -1.14 -1.12 4.02  0.099
H: -1.23 1.73 4.08  0.097
H: -1.72 0.70 2.77  0.105
H: -0.10 2.29 2.03  0.112
H: 1.02 1.90 3.30  0.110
H: 1.94 0.78 1.45  0.104
H: 1.07 -0.52 2.20  0.096
H: -0.89 0.38 0.47  0.107
H: 0.29 -0.85 0.16  0.097
H: 1.56 1.66 -0.52  0.113
H: -0.04 1.56 -1.23  0.091
H: 0.42 -0.73 -2.11  0.115
H: 2.07 -0.57 -1.53  0.117
H: 1.89 -0.18 -3.90  0.105
H: 2.54 1.21 -3.14  0.112
H: -0.25 1.80 -3.25  0.107
H: 1.01 2.28 -4.43  0.118
H: -0.49 -0.31 -4.65  0.125
H: -1.00 1.22 -5.40  0.125
H: -1.55 -0.34 -9.74  -0.115

C13H28LaNO4P2 | ωB97M-V/def2-TZVPD

Values from the calculation:
energy: -43048.06554 eV
spin multiplicity: 1
HOMO level: -4.83 eV
HOMO-LUMO gap: 5.04 eV
LUMO level: 0.2040 eV
relative energy (zero: lowest compared OMol25 entry of this formula, charge and spin): 113.1 kJ/mol
net charge: 0

Last column: Löwdin charge in e.
Positions of all 49 atoms, in Å:
C: -0.86 1.00 -3.69  -0.032
C: -0.97 0.57 -2.37  -0.306
N: -0.12 1.02 -1.40  0.013
C: 0.76 2.00 -1.74  -0.308
C: 0.75 2.60 -3.01  -0.037
C: -0.02 2.06 -4.03  -0.044
C: -1.96 -0.54 -2.05  -0.301
P: -2.53 -0.83 -0.25  0.760
La: 0.09 -0.56 0.80  1.069
P: 2.21 1.42 0.77  0.755
C: 1.76 2.51 -0.72  -0.300
O: -0.71 -3.16 -2.57  -0.092
O: 0.17 -3.57 0.11  -0.225
H: -1.44 0.47 -4.45  0.118
H: 1.42 3.44 -3.18  0.116
H: 0.04 2.44 -5.05  0.113
C: -4.07 0.14 -0.44  -0.294
C: -3.26 -2.50 -0.31  -0.273
H: 2.70 2.79 -1.25  0.085
H: 1.40 3.49 -0.33  0.098
H: -1.54 -1.51 -2.46  0.063
H: -2.88 -0.37 -2.64  0.090
C: 2.71 2.72 1.99  -0.285
C: 3.92 1.10 0.11  -0.308
H: 0.89 -2.83 0.29  -0.106
H: 0.00 -4.01 0.98  0.069
H: -0.21 -3.30 -1.73  0.015
H: -0.03 -3.16 -3.27  0.063
H: -0.70 0.58 2.46  -0.101
H: 1.76 -1.62 0.26  -0.148
H: -4.72 -0.45 -1.12  0.044
H: -4.56 0.27 0.54  0.048
H: -3.89 1.13 -0.90  0.050
H: -4.08 -2.49 -1.05  0.047
H: -2.54 -3.29 -0.57  0.029
H: -3.70 -2.69 0.69  0.055
H: 4.47 2.07 0.08  0.040
H: 4.45 0.41 0.79  0.043
H: 3.90 0.67 -0.90  0.044
H: 3.65 3.22 1.68  0.039
H: 1.94 3.49 2.17  0.048
H: 2.92 2.19 2.93  0.042
C: 0.67 -0.81 5.72  -0.051
O: 0.59 -0.39 4.35  -0.144
C: -0.02 -0.98 3.38  -0.700
O: -0.51 -2.12 3.22  -0.142
H: 0.30 0.02 6.29  0.080
H: 1.72 -0.96 5.91  0.080
H: 0.10 -1.70 5.96  0.080

C13H28N6O6PmS | ωB97M-V/def2-TZVPD

Values from the calculation:
energy: -62541.80094 eV
spin multiplicity: 5
HOMO level (spin up / spin down): -10.44 / -10.59 eV
HOMO-LUMO gap (spin up / spin down): 6.23 / 6.42 eV
<S²>: 6.069
LUMO level (spin up / spin down): -4.2086 / -4.1739 eV
relative energy (zero: lowest compared OMol25 entry of this formula, charge and spin): 0.0 kJ/mol
net charge: +1

Last column: Mulliken spin population.
Positions of all 55 atoms, in Å:
O: 1.86 -1.87 -1.39  -0.005
H: 1.87 -2.69 -0.84  0.001
Pm: -0.29 -1.16 -0.78  4.019
N: -0.15 -0.41 1.62  0.109
N: 0.61 -2.66 0.82  -0.142
N: -0.65 1.32 -0.86  -0.004
N: 0.33 0.01 -2.88  -0.002
O: -0.17 0.82 2.12  0.055
O: -1.10 2.04 0.22  0.001
O: 1.01 -0.57 -3.97  0.000
O: 0.15 -3.44 -0.14  -0.072
C: -0.04 -2.70 2.03  0.089
C: -0.32 -1.40 2.54  -0.046
C: -0.59 2.00 -2.02  -0.001
C: -0.11 1.24 -3.15  0.000
C: -0.78 -1.10 3.93  0.005
H: -1.65 -0.43 3.93  -0.002
H: 0.03 -0.61 4.49  -0.006
H: -1.07 -2.01 4.47  0.000
C: -0.46 -3.97 2.65  -0.007
H: 0.08 -4.81 2.21  0.002
H: -1.54 -4.14 2.50  0.009
H: -0.29 -3.94 3.74  0.003
C: -0.96 3.43 -2.17  0.000
C: 0.01 1.85 -4.50  0.000
H: -1.21 3.86 -1.20  0.000
H: -1.82 3.54 -2.85  0.000
H: -0.12 3.98 -2.61  0.000
H: 0.20 1.09 -5.26  0.000
H: 0.83 2.58 -4.52  0.000
H: -0.92 2.39 -4.75  0.000
H: -0.66 1.53 1.08  -0.001
H: 1.57 -1.27 -3.58  0.000
C: 2.49 -0.78 -0.60  0.001
H: 2.44 -0.94 0.48  -0.001
H: 2.07 0.20 -0.88  0.000
H: 3.55 -0.79 -0.89  0.001
O: 2.51 1.95 1.97  0.001
H: 2.49 2.91 2.01  0.000
H: 1.57 1.68 2.11  -0.001
S: -2.93 -1.95 -0.82  -0.010
C: -3.52 -0.50 -0.07  0.003
N: -3.73 -0.44 1.26  0.000
C: -4.04 0.79 1.98  0.000
C: -4.86 1.70 1.08  0.000
C: -4.17 1.88 -0.25  0.000
N: -3.83 0.58 -0.81  0.000
H: -3.41 -1.25 1.78  0.001
H: -3.10 1.28 2.27  0.000
H: -4.59 0.53 2.89  0.000
H: -5.00 2.67 1.56  0.000
H: -5.85 1.26 0.92  0.000
H: -3.24 2.46 -0.14  0.000
H: -4.81 2.40 -0.97  0.000
H: -3.59 0.52 -1.80  0.000

C13H28NO4S | ωB97M-V/def2-TZVPD

Values from the calculation:
energy: -34443.47951 eV
spin multiplicity: 1
HOMO level: -12.73 eV
HOMO-LUMO gap: 9.92 eV
LUMO level: -2.8127 eV
net charge: +1

Last column: Löwdin charge in e.
Positions of all 47 atoms, in Å:
C: 0.42 4.85 1.59  -0.118
C: -0.02 4.29 0.22  -0.374
S: -0.72 2.64 0.45  1.169
C: -1.83 2.34 -0.94  -0.333
C: -3.28 2.65 -0.60  -0.225
C: -3.78 2.00 0.70  -0.197
C: -4.20 3.06 1.71  -0.278
O: -4.68 2.44 2.89  -0.039
C: 0.69 1.54 0.14  -0.262
C: 0.96 0.74 1.41  -0.472
C: 0.62 -0.72 1.41  -0.014
N: 1.44 1.42 2.37  0.162
H: 1.36 4.40 1.88  0.075
H: -0.31 4.63 2.37  0.073
H: 0.55 5.92 1.50  0.087
H: 0.85 4.20 -0.43  0.095
H: -0.75 4.94 -0.26  0.102
H: -1.71 1.29 -1.20  0.102
H: -1.47 2.92 -1.80  0.109
H: -3.46 3.72 -0.58  0.116
H: -3.86 2.26 -1.43  0.124
H: -3.06 1.32 1.15  0.099
H: -4.67 1.40 0.49  0.124
H: -5.00 3.65 1.27  0.127
H: -3.37 3.75 1.93  0.113
H: -4.27 2.84 3.65  0.085
H: 1.55 2.16 -0.10  0.104
H: 0.46 0.92 -0.72  0.100
H: 1.42 -1.31 0.97  0.099
H: -0.30 -0.91 0.87  0.083
H: 0.47 -1.04 2.44  0.089
H: 1.59 0.84 3.19  0.077
C: 4.86 -5.56 -1.67  -0.062
C: 3.80 -5.62 -0.59  -0.205
O: 2.79 -4.61 -0.77  0.028
C: 1.88 -4.89 -1.69  -0.619
O: 1.79 -5.90 -2.34  0.138
O: 1.03 -3.86 -1.76  -0.013
C: 0.01 -4.01 -2.75  -0.041
H: 5.29 -4.56 -1.72  0.081
H: 5.66 -6.27 -1.45  0.084
H: 4.44 -5.80 -2.64  0.077
H: 4.24 -5.39 0.38  0.122
H: 3.34 -6.60 -0.54  0.125
H: -0.53 -4.95 -2.62  0.098
H: 0.44 -3.97 -3.75  0.100
H: -0.68 -3.18 -2.61  0.086